[1]
The following is a quantum chemistry calculation of a 8-piece molecular cluster, C60H79N9O9 overall in a non-equilibrium geometry, from the Open Molecules 2025 dataset.

The geometry in XYZ format:
```
157
C60H79N9O9, DFT ωB97M-V with the def2-TZVPD basis set
C 12.932 -7.737 -14.551
N 12.008 -8.195 -15.651
C 12.009 -9.393 -16.356
C 11.060 -9.603 -17.380
C 10.178 -8.555 -17.781
C 10.159 -7.423 -16.928
C 11.109 -7.205 -15.944
C 9.438 -8.698 -19.047
C 8.133 -8.168 -19.180
C 7.495 -8.187 -20.394
N 8.167 -8.670 -21.466
C 9.368 -9.309 -21.351
C 10.049 -9.261 -20.148
C 7.566 -8.593 -22.715
H 12.656 -6.886 -13.931
H 13.780 -7.274 -15.059
H 13.338 -8.646 -14.107
H 12.702 -10.154 -16.028
H 11.080 -10.519 -17.954
H 9.337 -6.724 -16.987
H 11.152 -6.258 -15.426
H 7.707 -7.660 -18.327
H 6.460 -7.889 -20.475
H 9.908 -9.585 -22.245
H 11.055 -9.654 -20.120
H 6.487 -8.507 -22.587
H 7.733 -9.522 -23.259
H 7.855 -7.754 -23.347
C 16.322 -11.352 -3.851
N 16.278 -10.810 -5.203
C 17.442 -10.715 -5.919
C 17.546 -9.846 -7.013
C 16.403 -9.268 -7.565
C 15.165 -9.555 -6.950
C 15.122 -10.279 -5.730
C 16.487 -8.622 -8.850
C 17.223 -9.097 -9.917
C 17.283 -8.495 -11.161
N 16.595 -7.331 -11.358
C 15.822 -6.845 -10.371
C 15.713 -7.506 -9.126
C 16.636 -6.732 -12.706
H 17.311 -11.785 -3.720
H 15.542 -12.092 -4.038
H 15.903 -10.614 -3.168
H 18.186 -11.418 -5.573
H 18.523 -9.663 -7.435
H 14.262 -9.349 -7.506
H 14.161 -10.384 -5.248
H 17.727 -10.039 -9.752
H 18.078 -8.731 -11.852
H 15.157 -6.038 -10.642
H 15.008 -7.178 -8.375
H 17.650 -6.609 -13.081
H 15.986 -5.857 -12.703
H 16.082 -7.476 -13.280
C 19.390 -14.555 -15.326
N 18.533 -14.610 -16.442
C 17.807 -13.531 -16.776
C 16.916 -13.557 -17.830
C 16.678 -14.788 -18.476
C 17.408 -15.917 -18.043
C 18.376 -15.814 -17.066
C 15.584 -14.883 -19.453
C 15.284 -13.759 -20.241
C 14.305 -13.734 -21.176
N 13.521 -14.854 -21.327
C 13.725 -15.935 -20.539
C 14.784 -15.957 -19.632
C 12.334 -14.780 -22.187
H 19.466 -15.510 -14.807
H 19.319 -13.701 -14.653
H 20.374 -14.630 -15.794
H 18.047 -12.673 -16.164
H 16.304 -12.680 -17.991
H 17.237 -16.822 -18.608
H 18.938 -16.675 -16.736
H 15.804 -12.814 -20.186
H 14.072 -12.867 -21.777
H 13.141 -16.811 -20.777
H 15.086 -16.876 -19.151
H 11.455 -15.100 -21.628
H 12.491 -15.488 -23.000
H 12.272 -13.753 -22.543
C 15.565 -13.627 -12.076
N 16.998 -13.798 -12.097
C 17.574 -14.972 -12.269
C 18.948 -15.133 -12.104
C 19.761 -14.061 -11.956
C 19.170 -12.775 -11.916
C 17.797 -12.680 -12.072
C 21.248 -14.218 -11.995
C 21.957 -15.198 -11.391
C 23.384 -15.350 -11.499
N 24.005 -14.637 -12.428
C 23.382 -13.672 -13.146
C 21.990 -13.461 -12.866
C 25.480 -14.942 -12.651
H 15.186 -13.859 -13.072
H 15.267 -12.597 -11.886
H 15.231 -14.346 -11.329
H 16.885 -15.805 -12.254
H 19.336 -16.141 -12.114
H 19.703 -11.840 -11.820
H 17.356 -11.696 -12.006
H 21.503 -15.810 -10.624
H 23.948 -16.079 -10.937
H 24.011 -13.012 -13.725
H 21.447 -12.735 -13.458
H 25.600 -15.388 -13.637
H 25.827 -15.521 -11.797
H 25.939 -13.961 -12.535
C 12.188 -6.989 -20.653
C 13.365 -5.891 -20.431
C 14.818 -6.512 -20.492
C 15.066 -7.493 -19.350
N 16.434 -7.388 -18.595
C 16.769 -6.048 -17.831
C 16.729 -6.478 -16.386
C 17.267 -7.888 -16.420
C 16.608 -8.513 -17.567
C 17.579 -7.673 -19.536
H 11.216 -6.647 -20.298
H 12.439 -7.860 -20.046
H 12.195 -7.242 -21.712
H 13.190 -5.259 -19.560
H 13.270 -5.165 -21.239
H 15.426 -5.605 -20.497
H 14.998 -6.793 -21.530
H 14.881 -8.535 -19.616
H 14.342 -7.466 -18.534
H 17.767 -5.690 -18.084
H 16.120 -5.255 -18.202
H 17.252 -5.792 -15.720
H 15.703 -6.548 -16.019
H 18.328 -7.749 -16.634
H 17.317 -8.298 -15.412
H 17.094 -9.428 -17.905
H 15.595 -8.883 -17.398
H 17.521 -6.870 -20.272
H 17.442 -8.582 -20.120
H 18.577 -7.644 -19.101
O 18.897 -10.987 -14.631
C 19.980 -10.704 -15.325
O 20.979 -11.489 -15.184
O 19.910 -9.699 -15.990
H 18.417 -10.270 -15.064
O 13.438 -11.537 -17.859
C 13.604 -11.337 -19.168
O 12.672 -11.447 -19.989
O 14.788 -11.016 -19.364
H 14.329 -11.283 -17.600
O 16.000 -11.742 -15.150
C 15.386 -10.935 -14.279
O 14.183 -11.265 -14.076
O 15.915 -9.967 -13.652
H 15.183 -12.118 -15.499
```

Calculated values
Charge: +6
Energy above the lowest of the compared OMol25 structures with the same formula, charge and spin: 0.00 kJ/mol

---

[2]
The following is a quantum chemistry calculation of a 14-piece molecular cluster, C60H82Br2O5 overall in a non-equilibrium geometry, from the Open Molecules 2025 dataset.

The geometry in XYZ format:
```
149
C60H82Br2O5, DFT ωB97M-V with the def2-TZVPD basis set
Br 27.292 -18.564 17.393
C 25.470 -18.926 17.987
C 25.334 -19.950 19.107
Br 23.486 -20.075 19.947
H 24.993 -19.410 17.135
H 25.022 -17.971 18.263
H 26.113 -19.720 19.833
H 25.707 -20.885 18.689
C 29.481 -26.680 19.548
C 29.066 -27.702 18.697
C 27.776 -27.761 18.174
C 26.809 -26.849 18.623
C 27.191 -25.767 19.407
C 28.495 -25.725 19.818
H 30.489 -26.643 19.934
H 29.720 -28.473 18.318
H 27.461 -28.613 17.590
H 25.825 -27.006 18.207
H 26.507 -24.955 19.605
H 28.841 -24.925 20.455
C 19.574 -22.402 21.487
C 20.280 -21.205 21.238
C 19.766 -19.990 21.569
C 18.517 -19.875 22.125
C 17.742 -20.935 22.411
C 18.259 -22.180 22.055
H 19.942 -23.353 21.129
H 21.183 -21.353 20.664
H 20.329 -19.069 21.578
H 18.290 -18.869 22.444
H 16.762 -20.921 22.864
H 17.707 -23.087 22.249
C 29.282 -18.246 21.103
C 30.013 -17.888 19.957
C 31.165 -17.114 20.100
C 31.597 -16.748 21.366
C 30.848 -17.058 22.449
C 29.671 -17.766 22.372
H 28.305 -18.674 20.934
H 29.641 -18.126 18.971
H 31.661 -16.713 19.230
H 32.505 -16.215 21.609
H 31.115 -16.718 23.439
H 29.161 -17.925 23.311
C 21.387 -19.965 25.161
C 21.938 -18.716 24.853
C 21.575 -17.551 25.522
C 20.731 -17.678 26.596
C 20.229 -18.972 26.959
C 20.644 -20.073 26.223
H 21.709 -20.858 24.645
H 22.493 -18.621 23.931
H 21.993 -16.600 25.225
H 20.301 -16.800 27.056
H 19.573 -19.185 27.790
H 20.220 -21.043 26.439
C 24.432 -17.879 14.264
C 25.310 -17.016 14.806
C 24.861 -16.066 15.684
C 23.498 -16.011 16.013
C 22.631 -16.977 15.545
C 23.126 -17.915 14.686
H 24.897 -18.561 13.567
H 26.303 -17.095 14.386
H 25.630 -15.365 15.971
H 23.192 -15.195 16.651
H 21.600 -17.083 15.847
H 22.444 -18.698 14.389
C 23.199 -23.596 19.297
C 22.677 -23.817 20.547
C 21.996 -24.974 20.837
C 21.862 -25.944 19.882
C 22.423 -25.718 18.636
C 23.071 -24.543 18.301
H 23.845 -22.740 19.170
H 22.838 -23.024 21.262
H 21.434 -25.194 21.732
H 21.307 -26.844 20.104
H 22.324 -26.436 17.835
H 23.535 -24.324 17.351
C 24.024 -14.088 19.775
C 24.940 -13.798 18.745
C 26.128 -14.528 18.697
C 26.358 -15.576 19.504
C 25.369 -16.035 20.413
C 24.214 -15.265 20.571
H 23.150 -13.487 19.980
H 24.745 -12.859 18.249
H 26.903 -14.216 18.013
H 27.245 -16.138 19.252
H 25.570 -16.991 20.874
H 23.372 -15.599 21.160
C 25.500 -24.423 14.182
C 24.233 -24.257 14.604
C 23.766 -22.943 14.765
C 24.700 -21.905 14.438
C 26.007 -22.115 14.109
C 26.433 -23.407 13.965
H 25.776 -25.457 14.040
H 23.629 -25.130 14.801
H 22.791 -22.694 15.158
H 24.327 -20.895 14.530
H 26.597 -21.228 13.931
H 27.425 -23.585 13.577
C 28.891 -21.945 20.274
C 28.820 -22.355 18.737
O 27.465 -22.646 18.501
H 28.412 -20.974 20.399
H 29.930 -21.952 20.604
H 28.473 -22.604 21.035
H 29.431 -23.249 18.611
H 29.301 -21.586 18.132
H 27.390 -23.519 18.109
C 30.109 -19.420 15.157
C 31.416 -19.758 14.389
O 31.694 -18.645 13.573
H 29.277 -19.063 14.550
H 30.266 -18.557 15.803
H 29.842 -20.248 15.814
H 31.284 -20.612 13.724
H 32.240 -19.949 15.076
H 32.424 -18.187 13.998
C 25.431 -16.810 23.806
C 26.342 -15.608 23.594
O 26.803 -15.124 24.864
H 24.725 -17.089 23.024
H 24.688 -16.605 24.576
H 26.016 -17.695 24.052
H 25.725 -14.851 23.108
H 27.218 -15.756 22.963
H 27.736 -14.908 24.795
C 21.139 -20.136 17.329
C 20.105 -20.719 16.339
O 20.345 -20.526 14.923
H 21.038 -19.058 17.205
H 22.184 -20.347 17.099
H 21.048 -20.509 18.349
H 19.113 -20.390 16.645
H 20.010 -21.800 16.445
H 20.811 -21.354 14.789
C 20.544 -16.032 20.084
C 20.985 -16.120 18.630
O 20.103 -15.501 17.838
H 20.290 -14.982 20.224
H 21.368 -16.311 20.741
H 19.688 -16.700 20.180
H 21.041 -17.148 18.272
H 21.924 -15.569 18.589
H 19.383 -16.085 17.590
```

Calculated values
Charge: 0

---

[3]
The following is a quantum chemistry calculation of C60H87I2N4O6PS3SbSiY as an isolated structure in a non-equilibrium geometry, from the Open Molecules 2025 dataset.

The geometry in XYZ format:
```
166
C60H87I2N4O6PS3SbSiY, DFT ωB97M-V with the def2-TZVPD basis set
Y -0.301 0.222 0.038
C -3.579 -2.815 -3.474
C -2.507 -2.614 -2.401
C -1.153 -2.628 -3.122
P -2.643 -1.111 -1.307
C -4.171 -1.392 -0.271
C -5.310 -2.259 -0.806
C -4.719 -0.065 0.247
C -2.942 0.230 -2.495
C -4.111 0.291 -3.265
C -4.288 1.175 -4.313
C -5.555 1.198 -5.133
C -3.206 2.006 -4.606
C -2.046 1.993 -3.856
C -1.888 1.148 -2.733
N -0.781 1.252 -1.886
C 0.308 2.038 -2.417
C 1.234 1.441 -3.289
C 1.088 0.018 -3.749
C 2.279 2.197 -3.803
C 2.440 3.540 -3.497
C 3.564 4.336 -4.110
C 1.495 4.130 -2.667
C 0.427 3.405 -2.140
C -0.642 4.135 -1.376
H -3.365 -3.756 -3.991
H -3.530 -2.018 -4.218
H -4.596 -2.872 -3.098
H -2.534 -3.445 -1.692
H -1.122 -1.824 -3.862
H -1.025 -3.576 -3.653
H -0.314 -2.502 -2.449
H -3.747 -1.926 0.584
H -5.797 -1.819 -1.678
H -6.071 -2.347 -0.023
H -4.985 -3.268 -1.058
H -5.211 0.486 -0.559
H -3.927 0.552 0.662
H -5.454 -0.249 1.039
H -4.918 -0.397 -3.031
H -6.390 0.760 -4.582
H -5.442 0.630 -6.060
H -5.832 2.217 -5.409
H -3.279 2.695 -5.444
H -1.242 2.672 -4.119
H 0.470 -0.020 -4.654
H 0.612 -0.601 -2.999
H 2.069 -0.406 -3.966
H 3.000 1.707 -4.449
H 4.462 3.724 -4.208
H 3.810 5.214 -3.509
H 3.288 4.685 -5.108
H 1.572 5.192 -2.439
H -0.284 5.111 -1.039
H -0.978 3.566 -0.516
H -1.506 4.309 -2.026
N 2.000 -3.293 -0.831
C 0.916 -3.025 -0.123
O 0.208 -2.034 -0.365
C 0.522 -3.959 0.986
I -0.834 -5.438 0.242
H 2.390 -2.512 -1.368
H 2.638 -3.999 -0.504
H -0.016 -3.398 1.743
H 1.367 -4.484 1.415
S -1.696 -0.884 2.185
Sb -0.674 0.441 3.785
C -0.839 -0.823 5.498
C -1.264 -2.143 5.387
C -1.392 -2.934 6.526
C -1.100 -2.406 7.776
C -0.679 -1.085 7.893
C -0.545 -0.298 6.757
C -2.132 1.820 4.446
C -3.462 1.460 4.245
C -4.471 2.208 4.836
C -4.157 3.318 5.614
C -2.830 3.679 5.809
C -1.813 2.923 5.233
C 1.220 1.209 4.318
C 1.525 2.561 4.235
C 2.781 3.002 4.633
C 3.722 2.091 5.096
C 3.400 0.741 5.190
C 2.143 0.293 4.811
H -1.498 -2.551 4.411
H -1.717 -3.964 6.434
H -1.201 -3.022 8.662
H -0.451 -0.671 8.868
H -0.207 0.729 6.859
H -3.702 0.601 3.627
H -5.507 1.927 4.687
H -4.948 3.899 6.075
H -2.584 4.543 6.417
H -0.779 3.208 5.398
H 0.787 3.269 3.878
H 3.024 4.058 4.579
H 4.708 2.432 5.389
H 4.130 0.030 5.555
H 1.903 -0.758 4.894
S 3.174 -2.239 2.555
C 2.097 -1.139 2.034
N 1.295 -0.354 1.687
N 2.684 2.415 0.371
C 1.592 2.969 0.857
O 0.544 2.334 1.068
C 1.763 4.471 1.106
I 0.114 5.541 1.892
H 2.732 1.442 0.065
H 3.472 2.988 0.117
H 2.007 4.948 0.159
H 2.582 4.628 1.800
C -3.538 3.838 1.931
C -3.036 2.921 0.849
C -3.699 3.085 -0.489
O -2.195 2.066 1.071
H -3.631 4.855 1.545
H -2.901 3.814 2.810
H -4.540 3.502 2.218
H -4.778 2.959 -0.361
H -3.327 2.375 -1.219
H -3.536 4.105 -0.845
C 5.615 -2.729 -0.708
C 6.563 -1.549 -0.518
C 7.965 -1.924 -0.973
C 6.564 -1.118 0.940
O 6.182 -0.421 -1.312
Si 4.825 0.244 -1.963
S 3.059 -0.263 -1.015
O 4.699 -0.218 -3.546
C 5.626 -0.407 -4.621
C 4.927 0.038 -5.896
C 5.949 -1.893 -4.688
C 6.897 0.408 -4.423
O 5.118 1.876 -1.904
C 6.036 2.704 -1.186
C 5.823 2.529 0.326
C 7.490 2.409 -1.549
C 5.700 4.130 -1.595
H 6.020 -3.615 -0.210
H 5.483 -2.950 -1.772
H 4.645 -2.486 -0.271
H 8.359 -2.743 -0.367
H 8.633 -1.065 -0.877
H 7.953 -2.238 -2.020
H 6.846 -1.955 1.587
H 5.564 -0.787 1.230
H 7.275 -0.301 1.093
H 3.974 -0.487 -6.006
H 5.550 -0.175 -6.769
H 4.731 1.113 -5.865
H 5.030 -2.469 -4.809
H 6.439 -2.210 -3.764
H 6.617 -2.111 -5.527
H 6.644 1.465 -4.326
H 7.562 0.286 -5.281
H 7.426 0.094 -3.520
H 5.563 1.497 0.562
H 5.025 3.181 0.695
H 6.729 2.787 0.878
H 7.745 1.374 -1.322
H 8.147 3.072 -0.982
H 7.661 2.586 -2.612
H 4.632 4.320 -1.445
H 5.928 4.290 -2.651
H 6.276 4.845 -0.999
```

Calculated values
Charge: 0
Energy above the lowest of the compared OMol25 structures with the same formula, charge and spin: 0.00 kJ/mol

---

no.,HOMO level (eV),Kohn-Sham gap (eV),energy (eV)
1,-18.0,5.213,-95277.262
2,-9.0,9.416,-213867.207
3,-7.0,6.681,-155344.335